This record from the OMol25 dataset describes 16 unconnected molecules or ions with the total composition C46H134N10O16. The level of theory is ωB97M-V/def2-TZVPD.

Frontier orbital gap ... 8.6 eV
LUMO level ... 0.003 Ha
E ... -97525.8494 eV
Energy above the lowest of the compared OMol25 structures with the same formula, charge and spin ... 227.43 kJ/mol
HOMO ... -8.5 eV

Positions of all 206 atoms, in Å:
1 C -0.380 -0.628 6.263
2 O 0.062 -1.316 7.404
3 H -0.427 0.442 6.467
4 H 0.345 -0.765 5.462
5 H -1.309 -1.080 5.916
6 H -0.201 -2.235 7.309
7 C 0.304 -5.184 -2.534
8 O -0.679 -5.748 -3.338
9 H 1.323 -5.279 -2.910
10 H 0.050 -4.157 -2.269
11 H 0.237 -5.822 -1.653
12 H -0.348 -6.614 -3.589
13 C 2.750 2.383 -2.009
14 O 1.767 2.904 -2.847
15 H 3.014 1.411 -2.427
16 H 3.590 3.077 -2.020
17 H 2.397 2.363 -0.978
18 H 2.217 2.934 -3.695
19 C -5.067 2.931 -3.419
20 O -5.985 3.829 -2.840
21 H -4.106 3.436 -3.516
22 H -4.983 1.991 -2.874
23 H -5.309 2.623 -4.436
24 H -5.702 4.031 -1.946
25 C -1.618 5.275 -1.810
26 O -2.721 4.721 -1.137
27 H -1.123 4.644 -2.548
28 H -1.948 6.148 -2.373
29 H -0.948 5.600 -1.014
30 H -3.511 5.215 -1.368
31 C 0.623 -3.146 1.090
32 O -0.621 -2.874 0.526
33 H 1.028 -4.151 0.973
34 H 1.362 -2.487 0.633
35 H 0.503 -2.887 2.141
36 H -0.727 -1.920 0.505
37 C -2.915 -7.385 3.993
38 C -2.764 -6.256 2.944
39 C -1.861 -5.040 3.472
40 O -2.539 -4.213 4.418
41 C -3.469 -3.269 3.811
42 N -2.171 -6.942 1.810
43 H -3.601 -8.192 3.735
44 H -3.292 -6.875 4.879
45 H -1.950 -7.869 4.140
46 H -3.769 -5.916 2.695
47 H -1.495 -4.438 2.640
48 H -0.973 -5.446 3.957
49 H -4.121 -3.033 4.652
50 H -4.098 -3.854 3.140
51 H -2.951 -2.429 3.349
52 H -2.223 -6.366 0.982
53 H -1.195 -7.008 2.061
54 C -1.154 -2.091 -7.487
55 C -1.040 -2.590 -6.087
56 C -2.265 -2.435 -5.186
57 O -2.829 -1.145 -5.217
58 C -4.050 -1.070 -4.468
59 N -0.438 -3.939 -6.052
60 H -1.654 -1.137 -7.655
61 H -1.663 -2.869 -8.056
62 H -0.160 -1.958 -7.913
63 H -0.331 -1.859 -5.698
64 H -1.928 -2.794 -4.214
65 H -3.024 -3.090 -5.614
66 H -3.929 -1.323 -3.415
67 H -4.819 -1.696 -4.920
68 H -4.392 -0.038 -4.538
69 H -0.291 -4.220 -5.093
70 H -1.223 -4.537 -6.264
71 C -5.076 0.591 -0.494
72 C -4.768 -0.124 0.841
73 C -4.990 0.711 2.169
74 O -4.729 -0.181 3.291
75 C -4.990 0.483 4.526
76 N -5.639 -1.238 0.865
77 H -4.870 -0.054 -1.348
78 H -4.539 1.537 -0.563
79 H -6.142 0.808 -0.562
80 H -3.767 -0.556 0.820
81 H -6.017 1.063 2.260
82 H -4.330 1.575 2.237
83 H -5.928 1.037 4.572
84 H -4.210 1.222 4.711
85 H -5.085 -0.319 5.257
86 H -5.716 -1.730 1.744
87 H -6.606 -0.954 0.806
88 C 5.169 -4.159 2.564
89 C 5.280 -4.070 4.103
90 C 3.927 -4.372 4.886
91 O 2.958 -3.434 4.401
92 C 1.634 -3.603 4.894
93 N 6.307 -5.023 4.549
94 H 4.432 -3.464 2.161
95 H 4.804 -5.162 2.343
96 H 6.066 -4.036 1.957
97 H 5.557 -3.050 4.367
98 H 4.034 -4.169 5.951
99 H 3.614 -5.405 4.731
100 H 0.981 -2.977 4.286
101 H 1.496 -3.337 5.942
102 H 1.479 -4.674 4.760
103 H 5.913 -5.950 4.471
104 H 7.042 -4.981 3.859
105 C 6.683 0.424 -2.880
106 C 6.443 -0.755 -3.799
107 C 4.979 -1.159 -3.941
108 O 4.475 -1.816 -2.704
109 C 3.152 -2.288 -2.782
110 N 6.843 -0.362 -5.161
111 H 6.161 1.331 -3.187
112 H 7.717 0.769 -2.894
113 H 6.402 0.293 -1.835
114 H 7.003 -1.631 -3.471
115 H 4.771 -1.753 -4.831
116 H 4.471 -0.219 -4.156
117 H 2.976 -2.785 -1.827
118 H 3.042 -2.950 -3.641
119 H 2.547 -1.394 -2.930
120 H 6.864 -1.170 -5.767
121 H 7.843 -0.219 -5.165
122 C 2.709 0.484 4.615
123 C 3.394 1.056 3.404
124 C 2.666 0.632 2.073
125 O 3.336 1.043 0.864
126 C 4.425 0.164 0.506
127 N 3.407 2.508 3.575
128 H 2.839 -0.598 4.588
129 H 1.679 0.840 4.629
130 H 3.157 0.785 5.562
131 H 4.432 0.729 3.333
132 H 1.695 1.125 2.119
133 H 2.471 -0.439 2.033
134 H 4.856 0.534 -0.424
135 H 4.092 -0.861 0.341
136 H 5.236 0.200 1.233
137 H 3.301 2.813 2.618
138 H 2.571 2.819 4.047
139 C -2.008 3.494 -6.144
140 C -2.581 2.062 -6.089
141 C -2.798 1.465 -7.466
142 O -3.630 2.320 -8.223
143 C -3.885 1.888 -9.506
144 N -1.565 1.245 -5.365
145 H -1.106 3.495 -6.756
146 H -1.857 3.891 -5.140
147 H -2.701 4.172 -6.640
148 H -3.503 2.131 -5.512
149 H -3.234 0.466 -7.483
150 H -1.915 1.383 -8.101
151 H -4.337 2.718 -10.049
152 H -4.499 1.000 -9.658
153 H -2.981 1.652 -10.068
154 H -1.369 1.644 -4.457
155 H -2.027 0.391 -5.087
156 C -0.240 3.284 6.464
157 C -0.378 2.916 4.941
158 C -1.670 3.510 4.349
159 O -1.798 3.174 2.984
160 C -2.940 3.765 2.340
161 N 0.727 3.450 4.206
162 H -0.152 4.362 6.593
163 H 0.588 2.818 6.999
164 H -1.133 2.946 6.990
165 H -0.536 1.849 4.783
166 H -1.520 4.587 4.434
167 H -2.495 3.066 4.908
168 H -3.750 3.830 3.066
169 H -3.229 3.278 1.408
170 H -2.595 4.763 2.069
171 H 0.645 4.425 4.457
172 H 0.544 3.331 3.220
173 C -0.269 -0.375 -2.030
174 C -1.320 0.553 -1.391
175 C -0.967 0.905 0.082
176 O -0.869 -0.327 0.827
177 C -0.998 -0.224 2.241
178 N -1.412 1.850 -2.220
179 H -0.531 -0.656 -3.050
180 H -0.122 -1.328 -1.521
181 H 0.639 0.198 -2.222
182 H -2.284 0.053 -1.482
183 H -1.725 1.592 0.459
184 H 0.009 1.375 0.202
185 H -0.424 0.617 2.631
186 H -0.590 -1.089 2.763
187 H -2.042 -0.222 2.556
188 H -2.101 2.490 -1.852
189 H -0.498 2.275 -2.159
190 C 5.134 5.375 0.594
191 C 4.281 6.145 1.603
192 C 2.766 5.917 1.421
193 O 2.446 4.506 1.378
194 C 1.068 4.331 1.140
195 N 4.723 5.754 2.933
196 H 4.912 4.317 0.735
197 H 6.183 5.642 0.719
198 H 4.845 5.501 -0.449
199 H 4.548 7.198 1.515
200 H 2.394 6.344 0.490
201 H 2.173 6.394 2.202
202 H 0.464 4.799 1.916
203 H 0.889 3.257 1.167
204 H 0.763 4.681 0.153
205 H 4.488 4.781 3.062
206 H 4.136 6.097 3.679

Results of the Mulliken charge analysis, in e, for atoms 1 through 99:
1 C 0.37
2 O -0.63
3 H -0.12
4 H -0.24
5 H 0.33
6 H 0.35
7 C -0.35
8 O -0.52
9 H 0.35
10 H -0.08
11 H 0.35
12 H 0.30
13 C -0.39
14 O -0.44
15 H 0.04
16 H 0.48
17 H 0.01
18 H 0.25
19 C -0.24
20 O -0.60
21 H 0.15
22 H 0.00
23 H 0.44
24 H 0.31
25 C -0.52
26 O -0.36
27 H 0.15
28 H 0.45
29 H 0.06
30 H 0.25
31 C 0.19
32 O -0.57
33 H 0.49
34 H 0.07
35 H -0.58
36 H 0.36
37 C -1.45
38 C 0.33
39 C -0.11
40 O -0.47
41 C -0.29
42 N -0.75
43 H 0.37
44 H 0.32
45 H 0.32
46 H 0.40
47 H 0.01
48 H 0.24
49 H 0.21
50 H 0.32
51 H 0.02
52 H 0.26
53 H 0.32
54 C -1.30
55 C 0.66
56 C -0.87
57 O -0.33
58 C -0.86
59 N -0.70
60 H 0.10
61 H 0.33
62 H 0.36
63 H 0.09
64 H 0.39
65 H 0.48
66 H 0.32
67 H 0.51
68 H 0.04
69 H 0.22
70 H 0.36
71 C -1.40
72 C 2.40
73 C -0.42
74 O -0.19
75 C -0.68
76 N -0.80
77 H 0.25
78 H 0.00
79 H 0.62
80 H -1.36
81 H 0.74
82 H -0.29
83 H 0.34
84 H 0.09
85 H 0.26
86 H 0.23
87 H 0.30
88 C -1.21
89 C 0.52
90 C -0.85
91 O -0.10
92 C -0.19
93 N -0.73
94 H 0.08
95 H 0.30
96 H 0.43
97 H 0.18
98 H 0.33
99 H 0.42

---

This record from the OMol25 dataset describes 17 unconnected molecules or ions with the total composition C46H138N9O17P3S14. The level of theory is ωB97M-V/def2-TZVPD.

Frontier orbital gap ... 7.9 eV
LUMO level ... -0.003 Ha
E ... -277700.6339 eV
HOMO ... -8.0 eV

Positions of all 227 atoms, in Å:
1 O 18.015 10.558 -3.374
2 P 18.249 12.070 -3.357
3 N 19.630 12.315 -2.366
4 C 20.137 11.300 -1.405
5 C 20.013 13.714 -2.142
6 N 16.927 13.019 -2.752
7 C 16.080 12.314 -1.799
8 C 16.692 14.430 -2.973
9 N 18.797 12.797 -4.901
10 C 20.201 12.544 -5.510
11 C 17.784 13.430 -5.838
12 H 19.708 10.318 -1.606
13 H 19.583 11.578 -0.509
14 H 21.193 11.379 -1.146
15 H 20.794 13.932 -2.870
16 H 20.491 13.619 -1.167
17 H 19.138 14.363 -2.097
18 H 15.523 11.487 -2.239
19 H 16.858 11.993 -1.107
20 H 15.314 12.928 -1.324
21 H 16.163 14.915 -2.153
22 H 17.625 14.924 -3.243
23 H 16.068 14.605 -3.850
24 H 19.905 11.814 -6.263
25 H 20.728 13.414 -5.902
26 H 20.945 12.083 -4.859
27 H 16.731 13.440 -5.557
28 H 17.848 13.116 -6.880
29 H 18.043 14.473 -6.022
30 O 18.895 12.357 -12.685
31 P 18.490 12.113 -11.226
32 N 19.150 13.314 -10.087
33 C 20.619 13.074 -9.748
34 C 18.869 14.651 -10.485
35 N 18.967 10.625 -10.614
36 C 19.678 9.715 -11.449
37 C 18.938 10.365 -9.165
38 N 16.754 12.067 -11.080
39 C 16.002 12.459 -12.237
40 C 15.850 11.692 -9.932
41 H 21.335 13.119 -10.569
42 H 20.775 12.145 -9.200
43 H 21.082 13.856 -9.146
44 H 17.796 14.834 -10.539
45 H 19.308 14.869 -11.459
46 H 19.480 15.206 -9.772
47 H 19.623 9.789 -12.535
48 H 20.733 9.722 -11.176
49 H 19.253 8.752 -11.165
50 H 18.604 9.374 -8.855
51 H 19.985 10.212 -8.906
52 H 18.467 11.195 -8.637
53 H 16.507 12.352 -13.197
54 H 15.121 11.830 -12.364
55 H 15.821 13.526 -12.108
56 H 14.812 11.959 -10.129
57 H 16.145 12.298 -9.076
58 H 16.009 10.671 -9.584
59 O 19.262 7.385 0.563
60 P 18.247 7.515 1.638
61 N 17.046 8.760 1.483
62 C 16.917 9.673 0.330
63 C 16.103 9.005 2.623
64 N 18.910 7.719 3.254
65 C 19.295 9.064 3.721
66 C 19.841 6.774 3.831
67 N 17.272 6.113 1.877
68 C 16.612 5.570 3.048
69 C 16.443 5.844 0.708
70 H 16.858 10.705 0.677
71 H 16.191 9.188 -0.323
72 H 17.862 9.616 -0.210
73 H 16.276 8.290 3.427
74 H 15.137 9.406 2.314
75 H 16.407 9.958 3.057
76 H 20.258 9.242 3.243
77 H 18.656 9.806 3.242
78 H 19.399 9.064 4.806
79 H 19.605 6.219 4.739
80 H 19.820 6.072 2.997
81 H 20.814 7.249 3.955
82 H 17.130 5.705 3.997
83 H 15.623 6.026 3.093
84 H 16.527 4.499 2.863
85 H 15.925 4.903 0.891
86 H 17.089 5.750 -0.165
87 H 15.707 6.626 0.522
88 C 22.449 9.010 -7.837
89 S 23.068 7.285 -7.519
90 O 23.377 6.904 -8.940
91 C 24.715 7.725 -6.807
92 H 22.194 9.235 -6.801
93 H 21.471 9.068 -8.315
94 H 23.200 9.730 -8.163
95 H 24.503 8.118 -5.813
96 H 25.321 8.471 -7.322
97 H 25.355 6.844 -6.828
98 C 14.040 3.790 -3.754
99 S 14.334 2.879 -2.175
100 O 14.647 3.918 -1.083
101 C 12.456 2.514 -1.905
102 H 14.778 4.531 -4.061
103 H 13.112 4.352 -3.644
104 H 13.880 3.078 -4.564
105 H 12.286 1.920 -1.007
106 H 11.962 2.032 -2.748
107 H 11.786 3.323 -1.612
108 C 12.174 3.208 -8.080
109 S 13.260 4.269 -7.068
110 O 13.667 5.439 -8.052
111 C 11.801 5.049 -6.169
112 H 11.816 3.786 -8.932
113 H 11.374 2.928 -7.394
114 H 12.738 2.347 -8.436
115 H 11.461 5.963 -6.655
116 H 12.144 5.498 -5.237
117 H 10.852 4.529 -6.039
118 C 24.846 5.750 -4.207
119 S 24.047 5.545 -2.502
120 O 23.037 6.690 -2.485
121 C 23.148 3.933 -2.754
122 H 25.539 4.947 -4.461
123 H 25.241 6.758 -4.327
124 H 23.987 5.701 -4.875
125 H 23.869 3.217 -3.149
126 H 22.336 4.119 -3.456
127 H 22.767 3.699 -1.760
128 C 15.917 9.114 -5.464
129 S 14.581 7.819 -5.389
130 O 15.040 6.931 -4.222
131 C 13.005 8.752 -4.863
132 H 15.857 9.629 -4.505
133 H 15.675 9.923 -6.153
134 H 16.932 8.751 -5.626
135 H 12.353 7.900 -4.674
136 H 12.698 9.351 -5.720
137 H 13.043 9.388 -3.978
138 C 20.678 1.467 -9.594
139 S 22.457 1.807 -10.006
140 O 22.507 2.012 -11.525
141 C 22.591 3.458 -9.155
142 H 20.543 1.599 -8.521
143 H 20.662 0.377 -9.600
144 H 19.938 1.967 -10.218
145 H 21.703 4.090 -9.140
146 H 23.351 4.094 -9.610
147 H 23.051 3.360 -8.172
148 C 18.559 1.362 -5.641
149 S 20.419 1.102 -5.413
150 O 20.930 0.075 -6.441
151 C 21.182 2.687 -5.841
152 H 18.244 2.363 -5.348
153 H 18.004 0.689 -4.987
154 H 18.354 1.044 -6.663
155 H 22.229 2.974 -5.747
156 H 20.640 3.427 -5.252
157 H 20.850 3.018 -6.825
158 C 13.070 8.643 0.521
159 S 12.445 6.876 0.100
160 O 10.842 7.010 0.171
161 C 12.884 6.879 -1.672
162 H 14.130 8.493 0.727
163 H 12.780 8.806 1.559
164 H 12.673 9.361 -0.196
165 H 12.431 6.098 -2.283
166 H 13.955 6.673 -1.681
167 H 12.632 7.781 -2.230
168 C 22.694 10.548 -3.416
169 S 23.797 12.054 -3.358
170 O 22.852 13.273 -3.336
171 C 24.737 11.903 -1.832
172 H 23.212 9.944 -4.160
173 H 21.631 10.555 -3.658
174 H 22.674 9.958 -2.499
175 H 25.438 11.073 -1.740
176 H 24.045 11.841 -0.992
177 H 25.321 12.823 -1.806
178 C 16.300 5.304 -9.658
179 S 17.667 5.014 -8.361
180 O 18.041 3.522 -8.272
181 C 19.135 5.840 -9.238
182 H 15.326 4.815 -9.669
183 H 16.712 5.070 -10.640
184 H 16.177 6.381 -9.772
185 H 19.986 5.704 -8.571
186 H 19.138 6.885 -9.546
187 H 19.208 5.220 -10.132
188 C 18.029 5.062 -3.908
189 S 19.743 5.705 -4.204
190 O 19.886 5.584 -5.702
191 C 19.373 7.450 -3.969
192 H 17.275 5.288 -4.662
193 H 17.668 5.394 -2.935
194 H 18.173 3.983 -3.849
195 H 18.483 7.675 -4.557
196 H 20.286 7.880 -4.380
197 H 19.216 7.786 -2.945
198 C 17.185 -1.588 0.164
199 S 16.734 -1.365 -1.552
200 O 15.888 -0.090 -1.568
201 C 18.377 -0.935 -2.234
202 H 17.811 -2.462 0.344
203 H 16.447 -1.502 0.962
204 H 17.973 -0.882 0.425
205 H 18.691 -0.072 -1.648
206 H 18.127 -0.641 -3.254
207 H 19.112 -1.740 -2.247
208 C 22.288 8.992 0.201
209 S 22.849 8.512 1.861
210 O 22.158 7.247 2.165
211 C 24.606 8.047 1.423
212 H 22.364 8.110 -0.435
213 H 23.013 9.676 -0.241
214 H 21.267 9.373 0.197
215 H 24.374 7.566 0.473
216 H 24.942 7.265 2.104
217 H 25.189 8.947 1.223
218 C 20.158 4.447 -0.434
219 S 19.753 2.899 -1.328
220 O 20.499 1.730 -0.582
221 C 17.908 2.882 -1.009
222 H 19.667 4.500 0.537
223 H 20.122 5.340 -1.058
224 H 21.205 4.381 -0.139
225 H 17.943 2.887 0.080
226 H 17.353 1.999 -1.326
227 H 17.388 3.808 -1.255

Results of the Mulliken charge analysis, in e, for atoms 1 through 99:
1 O -0.61
2 P -0.05
3 N 0.55
4 C -1.33
5 C -1.25
6 N 0.54
7 C -0.80
8 C -1.08
9 N 0.38
10 C -0.17
11 C -0.67
12 H -0.01
13 H 0.78
14 H 0.52
15 H 0.19
16 H 0.52
17 H 0.35
18 H 0.10
19 H 0.24
20 H 0.34
21 H 0.34
22 H 0.42
23 H 0.30
24 H 0.30
25 H 0.39
26 H -0.70
27 H 0.29
28 H -0.16
29 H 0.40
30 O -0.86
31 P 0.35
32 N 0.33
33 C -0.99
34 C -1.03
35 N 0.34
36 C -0.99
37 C -0.39
38 N 0.29
39 C -1.26
40 C -0.76
41 H 0.37
42 H 0.15
43 H 0.42
44 H 0.24
45 H 0.37
46 H 0.34
47 H 0.33
48 H 0.32
49 H 0.24
50 H 0.48
51 H -0.53
52 H 0.21
53 H 0.33
54 H 0.47
55 H 0.33
56 H 0.51
57 H 0.14
58 H 0.19
59 O -0.20
60 P -0.14
61 N 1.08
62 C -0.91
63 C -1.52
64 N 0.03
65 C -0.76
66 C -0.82
67 N 0.67
68 C -1.08
69 C -0.90
70 H 0.56
71 H 0.28
72 H -0.18
73 H 0.42
74 H 0.36
75 H 0.47
76 H 0.09
77 H 0.28
78 H 0.36
79 H 0.25
80 H 0.09
81 H 0.42
82 H 0.27
83 H 0.40
84 H 0.35
85 H 0.74
86 H -0.04
87 H -0.27
88 C -0.39
89 S 0.97
90 O -0.74
91 C -0.93
92 H 0.13
93 H -0.20
94 H 0.45
95 H -0.05
96 H 0.48
97 H 0.38
98 C -0.89
99 S 0.76